[1]
The following is a quantum chemistry calculation of 2 unconnected molecules or ions with the total composition C4H12, from OMol25.

Element x y z (Å)
C1 -0.219 0.087 -1.896
C2 0.157 -1.260 -1.315
H1 -0.941 0.699 -1.393
H2 0.671 0.709 -1.891
H3 -0.492 -0.103 -2.933
H4 0.546 -1.320 -0.294
H5 0.889 -1.721 -1.976
H6 -0.662 -1.981 -1.197
C3 0.725 0.917 1.595
C4 -0.664 0.303 1.657
H7 0.932 1.594 2.412
H8 1.458 0.101 1.497
H9 0.987 1.355 0.627
H10 -0.720 -0.736 1.959
H11 -1.400 0.957 2.132
H12 -1.160 0.289 0.676

The total energy is -159.5640 Eh. The value obtained for the orbital gap is 12.47 eV. The value obtained for the largest force on an atom is 2.02 eV Å⁻¹. As for the highest occupied orbital energy: -11.28 eV. The relative energy (zero: lowest compared OMol25 entry of this formula, charge and spin) is 13.18 kcal per mole. Its spin multiplicity is 1. Its SMILES is CC.CC.


[2]
The following is a quantum chemistry calculation of 2 unconnected molecules or ions with the total composition C3H7N3O, from OMol25.

Element x y z (Å)
C1 1.881 0.955 -0.591
N1 1.849 -0.486 -0.732
C2 1.181 -1.327 -0.181
N2 0.507 -2.296 0.216
C3 -1.333 0.235 0.235
O1 -1.929 -0.931 0.465
N3 -2.264 1.191 0.283
H1 2.592 1.233 0.194
H2 0.882 1.321 -0.333
H3 2.225 1.395 -1.530
H4 -1.226 -1.615 0.395
H5 0.878 -2.807 1.009
H6 -2.001 2.147 0.116
H7 -3.244 0.985 0.454

The total energy is -357.9553 Eh. The value obtained for the orbital gap is 9.70 eV. The value obtained for the largest force on an atom is 0.78 eV Å⁻¹. As for the highest occupied orbital energy: -8.67 eV. The relative energy (zero: lowest compared OMol25 entry of this formula, charge and spin) is 59.36 kcal per mole. Its spin multiplicity is 1.


[3]
The following is a quantum chemistry calculation of 2 unconnected molecules or ions with the total composition C3H12NO3, from OMol25.

Element x y z (Å)
C1 0.318 1.343 -0.477
O1 -0.597 2.365 -0.287
C2 -0.737 0.207 -0.329
C3 -0.256 -1.223 -0.383
O2 -1.142 -2.001 0.427
N1 -1.415 0.424 0.992
H1 0.996 1.269 0.450
H2 0.885 1.293 -1.441
H3 -0.300 3.201 -0.557
H4 -1.525 0.391 -1.093
H5 -0.409 -1.489 -1.436
H6 0.839 -1.550 0.015
H7 -1.523 -2.825 -0.103
H8 -2.063 -0.344 1.170
H9 -0.737 0.463 1.788
H10 -1.894 1.331 0.975
H11 3.906 -0.599 -0.219
H12 2.731 -1.512 0.583
O3 2.922 -0.742 -0.074

The total energy is -401.6887 Eh. The value obtained for the orbital gap is 11.60 eV. The value obtained for the largest force on an atom is 3.64 eV Å⁻¹. As for the highest occupied orbital energy: -14.67 eV. Its total charge is +1. The relative energy (zero: lowest compared OMol25 entry of this formula, charge and spin) is 37.83 kcal per mole. Its spin multiplicity is 1.


[4]
The following is a quantum chemistry calculation of a molecular structure, C2H2HgO2, from OMol25.

Element x y z (Å)
C1 0.780 0.516 -0.097
C2 1.426 0.954 0.820
O1 -2.398 -2.126 0.931
Hg1 -1.609 -1.258 -0.507
H1 2.061 1.411 1.559
O2 -0.144 0.038 -0.916
H2 -0.117 0.465 -1.790

The total energy is -380.7562 Eh. The value obtained for the orbital gap (alpha / beta) is 8.70 / 8.23 eV. The value obtained for the largest force on an atom is 3.19 eV Å⁻¹. As for the highest occupied orbital energy (alpha / beta): -15.28 / -15.27 eV. Its expectation value of S² is 0.76. Its total charge is +1. The relative energy (zero: lowest compared OMol25 entry of this formula, charge and spin) is 78.21 kcal per mole. Its spin multiplicity is 2.


[5]
The following is a quantum chemistry calculation of 2 unconnected molecules or ions with the total composition C8H11OPS, from OMol25.

Element x y z (Å)
C1 -3.289 -0.808 0.103
C2 -2.648 -1.165 -1.039
C3 -2.639 -0.433 1.288
C4 -1.305 -1.239 -1.102
C5 -1.236 -0.314 1.211
C6 -0.652 -0.760 0.074
C7 1.792 1.725 -1.188
C8 2.274 1.421 0.197
O1 1.912 -0.694 1.970
P1 1.897 -0.422 0.361
S1 3.269 -1.467 -0.508
H1 -4.420 -0.650 0.027
H2 -3.176 -1.401 -1.925
H3 -3.147 -0.006 2.137
H4 -0.887 -1.595 -2.020
H5 -0.667 -0.215 2.154
H6 2.218 0.959 -1.980
H7 0.609 1.947 -1.170
H8 2.261 2.705 -1.479
H9 1.940 2.236 0.882
H10 3.357 1.545 0.015
H11 2.537 -1.368 1.993

The total energy is -1126.1384 Eh. The value obtained for the orbital gap is 8.22 eV. The value obtained for the largest force on an atom is 4.06 eV Å⁻¹. As for the highest occupied orbital energy: -8.50 eV. The relative energy (zero: lowest compared OMol25 entry of this formula, charge and spin) is 16.07 kcal per mole. Its spin multiplicity is 1.


[6]
The following is a quantum chemistry calculation of 8 unconnected molecules or ions with the total composition C53H90N2O17P, from OMol25.

Element x y z (Å)
C1 -6.393 1.273 0.305
C2 -5.961 1.282 -1.033
C3 -4.542 0.725 -1.465
N1 -4.062 1.368 -2.711
C4 -4.008 2.887 -2.650
C5 -3.541 3.495 -1.296
C6 -2.020 3.309 -0.929
C7 -1.884 3.514 0.649
C8 -0.504 2.849 1.087
C9 -0.675 1.398 1.684
C10 -0.032 1.184 3.101
C11 1.498 0.751 3.035
C12 2.324 2.021 2.578
C13 3.754 2.151 3.233
C14 4.088 3.706 3.274
C15 4.209 4.312 1.834
N2 3.833 5.723 1.735
C16 2.595 6.239 1.333
C17 2.585 7.700 1.303
C18 3.939 8.050 1.758
C19 4.659 6.786 2.027
C20 -2.666 0.914 -3.161
C21 -2.031 -0.229 -2.305
C22 -0.558 -0.477 -2.844
C23 0.279 -1.375 -1.861
C24 -0.507 -0.940 -4.344
C25 -4.980 1.081 -3.892
P1 -5.306 -0.706 -4.285
O1 -6.030 -0.710 -5.579
O2 -3.979 -1.654 -4.463
O3 -6.322 -1.465 -3.197
H1 -6.696 0.298 0.746
H2 -6.483 2.226 0.883
H3 -6.673 1.747 -1.759
H4 -3.869 0.890 -0.592
H5 -4.663 -0.385 -1.536
H6 -3.393 3.321 -3.480
H7 -5.042 3.280 -2.839
H8 -3.713 4.603 -1.371
H9 -4.138 3.177 -0.406
H10 -1.423 4.141 -1.383
H11 -1.603 2.298 -1.126
H12 -1.962 4.581 0.951
H13 -2.673 2.861 1.111
H14 0.183 2.752 0.204
H15 -0.027 3.483 1.866
H16 -0.220 0.617 1.013
H17 -1.756 1.096 1.781
H18 -0.546 0.382 3.688
H19 -0.069 2.106 3.742
H20 1.652 -0.071 2.291
H21 1.878 0.390 4.019
H22 2.414 1.990 1.467
H23 1.745 2.919 2.923
H24 4.485 1.605 2.578
H25 3.815 1.754 4.271
H26 3.253 4.173 3.856
H27 5.045 3.877 3.828
H28 3.651 3.762 1.044
H29 5.292 4.249 1.548
H30 1.723 5.616 1.055
H31 1.778 8.386 0.997
H32 4.315 9.082 1.854
H33 5.700 6.715 2.395
H34 -1.926 1.753 -3.157
H35 -2.705 0.588 -4.232
H36 -2.628 -1.167 -2.257
H37 -1.880 0.110 -1.242
H38 -0.073 0.542 -2.812
H39 0.165 -2.463 -2.048
H40 1.346 -1.047 -1.973
H41 -0.001 -1.092 -0.810
H42 -0.708 -0.029 -4.975
H43 -1.309 -1.669 -4.595
H44 0.523 -1.281 -4.585
H45 -4.577 1.549 -4.826
H46 -5.986 1.557 -3.749
H47 -4.151 -2.488 -3.973
H48 -6.961 -0.807 -2.862
O4 6.403 9.832 1.348
C26 6.247 10.893 0.814
O5 5.066 11.566 0.800
C27 5.195 12.744 -0.015
C28 6.679 13.042 -0.053
C29 7.290 11.654 0.031
H49 4.787 12.527 -1.006
H50 4.625 13.559 0.430
H51 6.982 13.604 -0.937
H52 6.964 13.622 0.828
H53 7.399 11.196 -0.954
H54 8.243 11.663 0.556
O6 2.770 16.851 3.009
C30 2.645 15.667 3.137
O7 3.466 14.900 3.900
C31 3.110 13.515 3.751
C32 1.672 13.523 3.278
C33 1.606 14.802 2.460
H55 3.786 13.058 3.022
H56 3.223 13.003 4.706
H57 1.398 12.628 2.719
H58 1.001 13.602 4.136
H59 1.903 14.638 1.422
H60 0.622 15.263 2.508
O8 -1.475 -4.080 -1.120
C34 -0.610 -4.914 -1.203
O9 0.596 -4.686 -1.784
C35 1.350 -5.913 -1.818
C36 0.750 -6.778 -0.731
C37 -0.705 -6.347 -0.737
H61 1.244 -6.359 -2.810
H62 2.404 -5.700 -1.639
H63 0.892 -7.840 -0.901
H64 1.202 -6.528 0.233
H65 -1.294 -6.917 -1.458
H66 -1.149 -6.407 0.253
O10 -0.594 -9.544 -0.295
C38 0.277 -10.369 -0.387
O11 1.478 -10.128 -0.972
C39 2.245 -11.343 -1.017
C40 1.658 -12.220 0.072
C41 0.197 -11.804 0.076
H67 2.142 -11.781 -2.006
H68 3.297 -11.119 -0.838
H69 1.812 -13.285 -0.103
H70 2.112 -11.969 1.034
H71 -0.390 -12.374 -0.640
H72 -0.241 -11.870 1.070
O12 0.204 -11.934 -2.874
C42 -0.463 -12.806 -3.361
O13 -0.747 -13.971 -2.728
C43 -1.469 -14.840 -3.619
C44 -2.088 -13.923 -4.653
C45 -1.063 -12.803 -4.747
H73 -0.765 -15.549 -4.060
H74 -2.223 -15.393 -3.060
H75 -2.288 -14.418 -5.603
H76 -3.034 -13.524 -4.277
H77 -0.280 -13.027 -5.473
H78 -1.529 -11.846 -4.968
O14 -3.677 -18.318 -1.614
C46 -4.316 -17.332 -1.395
O15 -5.051 -16.671 -2.337
C47 -5.596 -15.475 -1.759
C48 -5.609 -15.720 -0.264
C49 -4.398 -16.612 -0.071
H79 -4.957 -14.632 -2.037
H80 -6.598 -15.301 -2.152
H81 -5.576 -14.802 0.323
H82 -6.514 -16.265 0.014
H83 -3.484 -16.032 0.074
H84 -4.540 -17.314 0.748
O16 0.896 9.976 4.880
C50 1.601 9.041 5.141
O17 2.900 8.946 4.765
C51 3.415 7.662 5.130
C52 2.519 7.183 6.256
C53 1.181 7.799 5.883
H85 3.389 7.027 4.242
H86 4.449 7.763 5.458
H87 2.489 6.097 6.351
H88 2.865 7.594 7.207
H89 0.612 7.157 5.207
H90 0.591 8.049 6.762

The total energy is -3803.1439 Eh. The value obtained for the orbital gap is 5.19 eV. The value obtained for the largest force on an atom is 4.59 eV Å⁻¹. As for the highest occupied orbital energy: -9.02 eV. Its total charge is +1. Its spin multiplicity is 1.


[7]
The following is a quantum chemistry calculation of 2 unconnected molecules or ions with the total composition C4H11N2O, from OMol25.

Element x y z (Å)
C1 1.357 0.310 -1.219
O1 0.012 0.054 -1.023
C2 2.167 -0.291 -0.057
C3 1.502 -1.585 0.475
H1 1.594 1.400 -1.224
H2 1.770 -0.226 -2.134
H3 2.186 0.381 0.817
H4 3.175 -0.521 -0.322
H5 2.082 -2.034 1.298
H6 1.412 -2.266 -0.396
H7 0.522 -1.236 0.797
N1 -1.950 1.543 -0.139
C4 -2.718 0.573 0.399
N2 -3.326 0.675 1.533
H8 -1.021 1.162 -0.584
H9 -1.930 2.402 0.440
H10 -2.776 -0.337 -0.209
H11 -4.059 -0.003 1.550

The total energy is -343.7507 Eh. The value obtained for the orbital gap is 7.70 eV. The value obtained for the largest force on an atom is 1.63 eV Å⁻¹. As for the highest occupied orbital energy: -3.35 eV. Its total charge is -1. The relative energy (zero: lowest compared OMol25 entry of this formula, charge and spin) is 12.85 kcal per mole. Its spin multiplicity is 1.


[8]
The following is a quantum chemistry calculation of a molecular structure, C45H42N4O7STeV, from OMol25.

Element x y z (Å)
V1 -3.168 0.193 2.761
O1 -9.055 1.328 3.573
C1 -7.900 1.255 3.364
C2 -6.760 1.847 4.133
O2 -6.892 2.715 4.985
C3 -5.543 1.244 3.604
C4 -5.893 0.474 2.508
O3 -4.992 -0.167 1.829
C5 -7.288 0.594 2.178
O4 -7.893 0.314 1.168
O5 -4.258 1.327 3.883
C6 4.378 -0.625 -2.735
C7 3.977 -1.776 -1.820
C8 5.249 -2.424 -1.162
N1 4.843 -3.684 -0.459
C9 5.772 -4.323 0.450
S1 7.420 -4.198 0.154
N2 5.278 -4.961 1.498
C10 4.109 -5.517 1.794
O6 3.229 -5.215 2.589
C11 3.901 -6.732 1.002
C12 2.679 -7.404 1.021
C13 2.501 -8.508 0.192
C14 3.448 -8.828 -0.774
C15 4.656 -8.210 -0.776
C16 4.869 -7.198 0.133
H1 3.511 -0.205 -3.220
H2 5.067 -0.952 -3.508
H3 4.906 0.179 -2.256
H4 3.390 -2.516 -2.333
H5 3.256 -1.457 -1.043
H6 5.740 -1.680 -0.526
H7 6.001 -2.684 -1.879
H8 3.938 -3.584 -0.101
H9 -1.759 -1.573 3.376
H10 1.853 -7.043 1.649
H11 1.626 -9.130 0.334
H12 3.291 -9.613 -1.473
H13 5.412 -8.396 -1.490
H14 5.845 -6.720 0.092
N3 -2.696 -1.685 3.182
C17 -3.274 -2.897 3.027
C18 -4.688 -3.077 3.065
C19 -5.299 -4.301 2.968
C20 -4.569 -5.442 2.686
C21 -3.196 -5.290 2.660
C22 -2.551 -4.061 2.785
H15 -5.188 -2.152 3.272
H16 -6.393 -4.252 2.970
H17 -5.135 -6.360 2.535
H18 -2.604 -6.196 2.428
H19 -1.428 -4.083 2.753
C23 1.260 5.147 -6.262
C24 0.697 4.436 -5.087
C25 1.041 3.196 -4.710
C26 0.329 2.442 -3.752
C27 0.760 1.019 -3.444
C28 -0.768 3.075 -3.107
Te1 -1.600 2.201 -1.358
N4 -2.125 0.877 1.212
C29 -1.102 1.133 2.121
O7 -1.204 0.804 3.391
C30 0.207 1.611 1.720
C31 0.780 2.669 2.348
C32 2.091 2.995 2.138
C33 2.835 2.321 1.189
C34 2.270 1.320 0.437
C35 0.948 0.951 0.774
C36 -1.508 3.898 -0.102
C37 -2.715 4.040 0.642
C38 -2.749 5.012 1.605
C39 -1.735 5.939 1.734
C40 -0.635 5.831 0.909
C41 -0.460 4.769 0.044
C42 0.869 4.618 -0.717
C43 -1.146 4.409 -3.481
C44 -2.406 5.085 -2.980
C45 -0.360 5.072 -4.411
H20 2.189 4.741 -6.641
H21 1.467 6.207 -6.126
H22 0.488 5.124 -7.064
H23 1.903 2.692 -5.194
H24 0.663 0.739 -2.424
H25 1.822 0.874 -3.694
H26 0.234 0.291 -4.084
H27 0.288 3.232 3.156
H28 2.514 3.808 2.810
H29 3.863 2.712 1.124
H30 2.830 0.794 -0.359
H31 0.399 0.264 0.145
H32 -3.511 3.254 0.619
H33 -3.707 5.176 2.139
H34 -1.891 6.756 2.442
H35 0.192 6.510 1.001
H36 1.660 5.327 -0.318
H37 0.808 4.844 -1.771
H38 1.243 3.587 -0.524
H39 -3.214 4.350 -2.968
H40 -2.636 5.981 -3.545
H41 -2.210 5.416 -1.891
H42 -0.693 6.097 -4.733

The total energy is -4095.9275 Eh. The value obtained for the orbital gap (alpha / beta) is 6.12 / 3.85 eV. The value obtained for the largest force on an atom is 4.11 eV Å⁻¹. As for the highest occupied orbital energy (alpha / beta): -3.02 / -3.02 eV. Its expectation value of S² is 3.77. Its total charge is -2. Its spin multiplicity is 4.